[1]
{"formula": "C4H5Cl2F", "method": "the ωB97M-V functional and the def2-TZVPD basis", "elements": ["C", "C", "C", "C", "F", "Cl", "Cl", "H", "H", "H", "H", "H"], "positions_angstrom": [[-0.22, -1.53, 1.01], [-3.25, -0.22, -0.81], [1.47, 0.38, 0.27], [0.10, -0.36, 0.18], [-1.52, -1.59, 1.10], [-3.62, 0.47, 0.67], [-4.18, -1.55, -1.19], [1.45, 1.14, 1.05], [2.28, -0.35, 0.58], [1.75, 0.58, -0.69], [-0.67, 0.32, 0.04], [0.29, -0.80, -0.85]], "mulliken_charge": [-0.32, 0.00, -1.14, 0.06, -0.02, -0.01, -0.03, 0.33, 0.31, 0.36, 0.27, 0.20], "e_tot_ev": -31984.853, "e_above_lowest_kj_mol": 581.95, "e_homo_ev": -9.0, "homo_lumo_gap_ev": 7.99}

[2]
{"formula": "C3H10N2O", "method": "the ωB97M-V functional and the def2-TZVPD basis", "elements": ["C", "C", "N", "C", "N", "H", "H", "H", "H", "H", "H", "H", "H", "H", "H", "O"], "positions_angstrom": [[-0.65, 1.09, 1.18], [-0.07, 1.19, -0.26], [-0.64, 0.41, -1.31], [-1.05, -0.86, -1.04], [-2.28, -1.29, -1.51], [-0.44, 0.13, 1.69], [-1.74, 0.95, 1.02], [-0.41, 1.94, 1.92], [0.00, 2.13, -0.68], [0.91, 0.70, -0.08], [-1.17, 0.80, -2.07], [-0.57, -1.33, -0.23], [-2.14, -2.33, -1.52], [2.74, -1.35, 1.33], [4.03, -1.37, 0.44], [3.50, -0.81, 1.09]], "mulliken_charge": [-0.97, -0.56, -0.22, -0.07, -0.67, 0.26, 0.33, 0.29, 0.50, 0.24, 0.30, 0.35, 0.22, 0.31, 0.33, -0.65], "e_tot_ev": -8299.095, "smiles": "[H]/N=C/NCC.O", "e_above_lowest_kj_mol": 232.47, "e_homo_ev": -8.7, "homo_lumo_gap_ev": 9.23}

[3]
{"formula": "C36H47LaN2OP2S2", "method": "the ωB97M-V functional and the def2-TZVPD basis", "elements": ["La", "O", "C", "C", "C", "C", "C", "C", "C", "C", "N", "H", "H", "H", "H", "H", "H", "H", "H", "H", "H", "H", "C", "C", "C", "P", "C", "C", "C", "C", "C", "C", "H", "H", "H", "H", "H", "H", "H", "H", "H", "H", "H", "H", "H", "H", "H", "H", "H", "H", "H", "H", "H", "N", "C", "C", "C", "C", "C", "C", "C", "H", "H", "H", "H", "H", "S", "P", "S", "C", "C", "C", "C", "C", "C", "C", "C", "C", "C", "C", "C", "H", "H", "H", "H", "H", "H", "H", "H", "H", "H"], "positions_angstrom": [[0.33, -0.29, -0.76], [0.71, -2.29, -2.55], [0.93, -2.28, -3.99], [2.36, -1.88, -4.29], [2.73, -0.53, -3.65], [1.76, 0.54, -4.07], [2.01, 1.28, -5.22], [1.06, 2.19, -5.65], [-0.11, 2.33, -4.93], [-0.28, 1.56, -3.80], [0.64, 0.68, -3.36], [1.21, -3.04, -2.18], [0.21, -1.58, -4.40], [0.70, -3.27, -4.38], [2.46, -1.80, -5.38], [3.05, -2.65, -3.97], [3.75, -0.26, -3.92], [2.73, -0.63, -2.56], [2.94, 1.14, -5.76], [1.24, 2.79, -6.54], [-0.89, 3.02, -5.22], [-1.18, 1.65, -3.21], [0.38, -6.19, 0.45], [1.17, -4.92, 0.11], [1.72, -5.02, -1.31], [0.30, -3.32, 0.48], [0.62, -3.10, 2.28], [0.34, -4.31, 3.18], [2.05, -2.59, 2.49], [-1.52, -3.63, 0.32], [-1.91, -4.02, -1.11], [-2.27, -2.35, 0.70], [1.05, -7.05, 0.39], [-0.43, -6.36, -0.25], [-0.04, -6.18, 1.45], [2.03, -4.87, 0.79], [0.92, -4.96, -2.06], [2.21, -5.98, -1.46], [2.48, -4.25, -1.51], [-0.08, -2.31, 2.57], [1.05, -5.12, 2.99], [-0.67, -4.70, 3.07], [0.47, -4.02, 4.23], [2.78, -3.34, 2.18], [2.23, -2.38, 3.54], [2.25, -1.67, 1.93], [-1.79, -4.43, 1.01], [-1.57, -3.28, -1.83], [-2.99, -4.09, -1.19], [-1.49, -4.98, -1.41], [-2.08, -1.55, -0.03], [-2.02, -1.97, 1.69], [-3.35, -2.51, 0.67], [0.03, 0.11, 1.84], [-0.09, 0.33, 2.96], [-0.25, 0.59, 4.36], [-0.79, 1.79, 4.80], [-0.94, 2.01, 6.16], [-0.55, 1.03, 7.06], [-0.02, -0.17, 6.63], [0.14, -0.40, 5.27], [-1.10, 2.54, 4.08], [-1.37, 2.94, 6.51], [-0.67, 1.21, 8.13], [0.28, -0.93, 7.34], [0.55, -1.34, 4.92], [1.37, 2.36, -0.52], [-0.56, 2.99, -0.40], [-1.90, 1.47, -0.57], [-0.91, 4.22, -1.66], [-2.06, 4.16, -2.43], [-2.32, 5.17, -3.36], [-1.43, 6.22, -3.51], [-0.28, 6.28, -2.73], [-0.01, 5.28, -1.80], [-0.78, 3.87, 1.16], [-2.06, 4.33, 1.48], [-2.24, 5.12, 2.59], [-1.15, 5.49, 3.38], [0.12, 5.05, 3.05], [0.31, 4.23, 1.94], [-2.76, 3.34, -2.31], [-3.23, 5.13, -3.95], [-1.64, 7.00, -4.22], [0.41, 7.10, -2.84], [0.88, 5.33, -1.19], [-2.91, 4.06, 0.86], [-3.23, 5.48, 2.85], [-1.29, 6.14, 4.23], [0.97, 5.34, 3.65], [1.30, 3.88, 1.68]], "mulliken_charge": [1.04, 0.51, -0.86, -0.75, -0.44, 0.52, -0.59, -0.62, -0.75, -0.87, 0.42, -0.46, 0.49, 0.40, 0.48, 0.46, 0.59, -0.33, 0.52, 0.45, 0.49, 0.79, -1.76, 0.89, -1.80, 0.39, 1.29, -1.91, -1.45, 0.46, -1.36, -1.38, 0.49, 0.37, 0.30, 0.30, 0.37, 0.52, 0.37, -0.52, 0.34, 0.41, 0.45, 0.41, 0.47, 0.18, 0.76, 0.12, 0.50, 0.25, 0.16, 0.24, 0.50, 0.38, -0.12, 0.28, -0.12, -0.74, -0.42, -0.75, -0.14, 0.48, 0.44, 0.42, 0.43, 0.34, -0.64, 0.52, -0.68, 1.16, -0.36, -0.74, -0.46, -0.73, -0.73, 0.91, -0.53, -0.76, -0.54, -0.71, -0.33, 0.46, 0.46, 0.43, 0.44, 0.41, 0.43, 0.43, 0.45, 0.43, 0.39], "e_tot_ev": -84223.200, "e_above_lowest_kj_mol": 42.24, "e_homo_ev": -13.6, "homo_lumo_gap_ev": 8.21, "total_charge": 2}

[4]
{"formula": "C5H12O2", "method": "the ωB97M-V functional and the def2-TZVPD basis", "elements": ["C", "O", "C", "C", "C", "C", "O", "H", "H", "H", "H", "H", "H", "H", "H", "H", "H", "H", "H"], "positions_angstrom": [[0.34, 1.10, 1.64], [-0.21, 0.34, 0.58], [0.74, -0.24, -0.31], [1.57, -1.32, 0.39], [-0.05, -0.81, -1.48], [-3.21, 0.96, -0.84], [-2.19, 1.74, -0.65], [0.84, 0.45, 2.38], [-0.48, 1.61, 2.13], [1.06, 1.84, 1.27], [1.41, 0.56, -0.67], [0.91, -2.08, 0.81], [2.19, -0.90, 1.20], [2.25, -1.79, -0.33], [-0.75, -1.58, -1.12], [0.63, -1.27, -2.21], [-0.62, -0.03, -1.98], [-2.90, -0.05, -0.44], [-1.42, 1.29, -0.21]], "mulliken_charge": [-0.84, -0.50, 0.69, -1.38, -1.43, -0.23, -0.31, 0.29, 0.29, 0.36, 0.23, 0.32, 0.39, 0.41, 0.33, 0.41, 0.34, 0.12, 0.50], "e_tot_ev": -9471.251, "e_above_lowest_kj_mol": 374.86, "e_homo_ev": -8.1, "homo_lumo_gap_ev": 8.91}

[5]
{"formula": "C5H14N2", "method": "the ωB97M-V functional and the def2-TZVPD basis", "elements": ["N", "C", "C", "C", "N", "C", "C", "H", "H", "H", "H", "H", "H", "H", "H", "H", "H", "H", "H", "H", "H"], "positions_angstrom": [[-2.27, 1.01, -1.08], [-0.95, 0.46, -0.60], [0.18, 1.54, -0.44], [-1.18, -0.14, 0.80], [0.18, -0.29, 1.54], [1.09, -1.40, 0.97], [1.95, -0.95, -0.31], [-2.45, 0.54, -1.95], [-1.96, 1.87, -1.46], [-0.72, -0.29, -1.35], [0.90, 1.09, 0.18], [-0.28, 2.46, -0.13], [0.54, 1.88, -1.46], [-1.62, 0.74, 1.15], [-1.91, -1.01, 1.00], [-0.07, -0.54, 2.55], [0.39, -2.19, 0.59], [1.72, -1.94, 1.77], [2.63, -0.19, -0.03], [2.57, -1.81, -0.54], [1.26, -0.81, -1.21]], "mulliken_charge": [-0.80, 0.42, -1.66, -0.94, -0.44, -0.33, -1.07, 0.31, 0.25, 0.35, 0.63, 0.53, 0.25, 0.43, 0.28, 0.27, 0.25, 0.38, 0.34, 0.42, 0.13], "e_tot_ev": -8390.273, "smiles": "CCNC[C@H](C)N", "e_above_lowest_kj_mol": 226.35, "e_homo_ev": -8.8, "homo_lumo_gap_ev": 9.85}

[6]
{"formula": "C4H2IO5S", "method": "the ωB97M-V functional and the def2-TZVPD basis", "elements": ["C", "C", "C", "C", "O", "O", "O", "O", "O", "S", "I", "H", "H"], "positions_angstrom": [[2.08, -0.68, -0.67], [-0.17, 0.13, -0.35], [1.01, 0.25, -0.94], [0.58, -1.13, 0.98], [-2.28, 1.37, -1.17], [-2.53, -0.27, 0.62], [-1.57, 1.93, 1.10], [1.76, -1.43, 0.54], [-0.20, -1.57, 1.76], [-1.60, 0.96, 0.03], [1.86, 1.59, -2.43], [3.06, -0.47, -0.78], [-2.00, -0.68, 1.31]], "mulliken_charge": [-0.83, -0.17, 0.19, 0.61, -0.63, -0.51, -0.62, -0.22, -0.59, 1.11, -0.06, 0.34, 0.37], "e_tot_ev": -33351.982, "e_above_lowest_kj_mol": 187.04, "e_homo_ev": -3.7, "homo_lumo_gap_ev": 6.44, "total_charge": -1}

[7]
{"formula": "C8H14CsO4S", "method": "the ωB97M-V functional and the def2-TZVPD basis", "elements": ["C", "C", "O", "C", "O", "C", "O", "C", "S", "C", "C", "C", "O", "H", "H", "H", "H", "H", "H", "H", "H", "H", "H", "H", "H", "H", "H", "Cs"], "positions_angstrom": [[2.32, -1.50, 1.98], [1.75, -2.01, 0.52], [0.32, -1.67, 0.29], [0.20, -0.39, -0.43], [0.20, 0.57, 0.71], [-1.08, 0.26, 1.42], [-1.14, 0.02, 2.73], [-2.22, 0.25, 0.23], [-3.51, -1.06, 0.61], [-1.27, 0.00, -1.12], [-1.27, 1.24, -2.24], [-0.62, 2.63, -1.66], [0.88, 2.65, -1.73], [1.49, -1.47, 2.80], [3.25, -2.11, 2.37], [2.67, -0.37, 1.82], [1.93, -3.17, 0.38], [2.41, -1.49, -0.32], [0.95, -0.21, -1.31], [-2.79, 1.24, -0.02], [-4.06, -0.77, 1.90], [-1.79, -0.87, -1.73], [-0.66, 0.88, -3.19], [-2.38, 1.51, -2.58], [-0.90, 2.82, -0.52], [-1.00, 3.58, -2.25], [1.26, 2.51, -0.80], [5.04, -3.06, 2.14]], "mulliken_charge": [-0.41, -0.15, -0.35, -0.06, -0.38, 0.58, -0.55, -0.25, -0.25, -0.28, -0.64, -0.32, -0.55, 0.19, -0.30, 0.33, 0.29, 0.26, 0.31, 0.34, 0.20, 0.44, 0.35, 0.34, 0.17, 0.32, 0.32, 1.03], "e_tot_ev": -28084.214, "e_above_lowest_kj_mol": 594.19, "e_homo_ev": -11.3, "homo_lumo_gap_ev": 7.49, "total_charge": 1}

[8]
{"formula": "C20H14F6I2N3O5SbW", "method": "the ωB97M-V functional and the def2-TZVPD basis", "elements": ["W", "I", "C", "C", "C", "I", "C", "O", "C", "C", "N", "C", "C", "C", "C", "C", "C", "N", "C", "H", "H", "H", "H", "H", "H", "H", "H", "H", "H", "H", "O", "C", "O", "C", "C", "C", "N", "C", "C", "C", "O", "O", "H", "H", "H", "F", "Sb", "F", "F", "F", "F", "F"], "positions_angstrom": [[0.37, -0.95, -0.45], [4.56, 0.76, 5.84], [3.23, 0.40, 4.39], [1.85, 0.38, 4.68], [0.93, 0.14, 3.69], [-1.08, 0.12, 4.14], [1.39, -0.10, 2.36], [0.51, -0.27, 1.43], [2.79, -0.09, 2.06], [3.27, -0.36, 0.67], [2.32, 0.10, -0.39], [3.04, 0.09, -1.70], [2.05, 0.31, -2.78], [2.40, 0.77, -4.04], [1.40, 0.95, -4.98], [0.09, 0.67, -4.64], [-0.19, 0.21, -3.37], [0.78, 0.02, -2.46], [3.68, 0.17, 3.06], [1.52, 0.56, 5.69], [3.43, -1.43, 0.50], [4.22, 0.15, 0.50], [2.04, 1.06, -0.20], [3.55, -0.87, -1.80], [3.80, 0.87, -1.68], [3.43, 1.00, -4.25], [1.65, 1.30, -5.98], [-0.72, 0.80, -5.34], [-1.20, -0.01, -3.07], [4.74, 0.20, 2.85], [-5.99, 2.00, 0.60], [-7.13, 1.60, 0.57], [-8.22, 1.29, 0.54], [-4.74, 1.18, 0.53], [-4.80, -0.18, 0.74], [-3.56, -0.82, 0.67], [-2.44, -0.16, 0.42], [-2.47, 1.14, 0.21], [-3.62, 1.92, 0.27], [-1.15, 1.78, -0.11], [-0.96, 2.95, -0.03], [-0.17, 0.92, -0.48], [-5.71, -0.72, 0.94], [-3.48, -1.89, 0.83], [-3.61, 2.99, 0.12], [-1.03, -1.47, -1.49], [-0.36, -4.20, 0.98], [-0.88, -2.22, 0.81], [-0.19, -4.27, -0.89], [-2.22, -4.50, 0.93], [1.43, -2.02, -1.52], [1.40, -2.28, 0.64]], "mulliken_charge": [2.11, 0.48, -0.42, -0.20, -0.77, 0.16, 0.62, 0.52, 0.51, -1.16, -0.26, -0.83, 0.68, -0.86, -0.33, -0.87, -0.19, 0.30, -0.65, 0.40, 0.36, 0.70, 0.44, 0.34, 0.70, 0.53, 0.46, 0.45, 0.52, 0.52, -0.20, 0.79, -0.06, 0.91, -0.82, -0.94, 0.23, 0.68, -0.79, -0.06, -0.52, -0.34, 0.44, 0.53, 0.61, -0.52, 1.64, -0.56, -0.50, -0.51, -0.56, -0.72], "e_tot_ev": -76521.281, "e_above_lowest_kj_mol": 25.37, "e_homo_ev": [-16.6, -16.8], "homo_lumo_gap_ev": [6.79, 5.58], "total_charge": 3, "s_squared": 0.770, "multiplicity": 2}

Q: What is the formula in the first record?
A: C4H5Cl2F